{"formula": "C7H24NO5", "method": "the ωB97M-V functional and the def2-TZVPD basis", "homo_energy_ev": -12.02, "e_lumo_ev": -2.5, "homo_lumo_gap_ev": 9.57, "total_charge": 1, "de_lowest_ev": 1.5874, "species": ["C", "C", "C", "C", "C", "C", "C", "N", "H", "H", "H", "H", "H", "H", "H", "H", "H", "H", "H", "H", "H", "H", "H", "H", "O", "H", "H", "O", "H", "H", "O", "H", "H", "O", "H", "H", "O"], "xyz": [[2.1282, 0.2181, 1.9095], [1.9492, -0.4959, 0.5771], [0.6473, -0.5615, -0.2056], [-0.4970, -1.1559, 0.6167], [-0.5967, -2.4884, 0.6590], [-1.7906, -3.0546, 1.3694], [-1.8483, -3.8819, 2.4126], [2.9113, 0.2364, -0.4206], [2.2356, 1.3050, 1.8592], [3.1520, 0.0492, 2.2708], [1.2820, 0.0475, 2.5765], [2.4067, -1.4785, 0.6182], [0.2662, 0.4112, -0.5608], [0.8346, -1.1050, -1.1258], [-1.0124, -0.4992, 1.3073], [-0.0845, -3.0309, -0.1399], [-2.6959, -2.8203, 0.8184], [-2.8280, -4.0882, 2.8170], [-0.9837, -4.3499, 2.8642], [3.7955, 0.2648, 0.0767], [2.5298, 1.2181, -0.7070], [2.8928, -0.3121, -1.2818], [-3.2187, 2.2137, -0.2980], [-1.9966, 2.4183, -1.1902], [-2.2523, 2.3148, -0.2648], [1.1666, 2.7875, -0.4034], [2.6043, 3.4357, -0.5588], [2.0285, 2.7250, -0.9139], [1.0025, -0.8417, -3.6608], [2.2203, -1.7100, -3.5506], [1.6231, -1.1958, -3.0032], [-4.3653, 0.4119, -2.4188], [-5.1918, 1.1358, -1.2939], [-4.3391, 1.1079, -1.7548], [-0.8626, 2.7204, 0.7748], [-0.3434, 4.1063, 0.8962], [-0.0216, 3.2209, 0.7700]], "atomic_forces_ev_per_a": [[0.173, 0.829, -0.251], [0.952, 1.482, -1.383], [-1.643, 0.572, 0.764], [2.137, -0.747, -0.110], [-1.684, 0.724, -0.328], [0.645, -0.957, -0.355], [-0.105, 0.544, -0.569], [-1.298, -0.189, 0.340], [-0.821, 0.224, -0.746], [-0.547, -0.993, 0.622], [0.588, -0.435, 0.307], [-0.326, -0.360, 0.252], [0.625, 0.172, 0.321], [-0.134, -0.394, 0.280], [-0.255, -0.053, -0.121], [0.119, -0.304, 0.545], [-0.282, 0.294, 0.492], [0.018, -0.404, 0.057], [0.056, 0.288, 0.185], [0.403, 0.231, -0.731], [0.614, -0.454, 0.762], [0.582, -0.058, -0.023], [0.523, -0.189, -0.107], [-0.147, -0.027, 0.142], [-0.411, 0.041, -0.052], [0.712, 0.464, -0.184], [-0.617, -0.579, -0.312], [-0.165, 0.289, 0.497], [0.090, 0.033, 0.375], [0.250, -0.272, -0.058], [-0.038, 0.212, -0.586], [-0.285, 0.017, 0.159], [0.199, -0.292, -0.499], [-0.138, 0.272, 0.318], [0.194, -0.047, -0.298], [0.077, 0.827, 0.034], [-0.059, -0.762, 0.263]], "mulliken_charge": [-1.412, 0.341, -0.607, -0.467, -0.350, -0.282, -0.710, -0.206, 0.362, 0.443, 0.368, 0.329, 0.275, 0.405, 0.398, 0.317, 0.284, 0.253, 0.273, 0.372, 0.303, 0.347, 0.311, 0.259, -0.605, 0.390, 0.335, -0.723, 0.276, 0.274, -0.581, 0.292, 0.308, -0.599, 0.390, 0.250, -0.613]}